(1)
2 unconnected molecules or ions with the total composition C6H9NO in a non-equilibrium geometry, computed with the ωB97M-V functional and the def2-TZVPD basis.

```
17
C6H9NO, DFT the ωB97M-V functional and the def2-TZVPD basis
C 0.4411 -1.2814 1.6508
C -0.2183 -0.4572 0.9072
C -1.0120 0.4133 0.3032
C -2.2540 0.0010 -0.4356
C -0.6240 1.8172 0.2676
O 0.4298 2.2711 0.6662
H 0.1682 -1.4782 2.6741
H 1.3255 -1.7669 1.2652
H -3.1399 0.4304 0.0332
H -2.3643 -1.0804 -0.4381
H -2.2120 0.3435 -1.4680
H -1.3518 2.4612 -0.2663
C 2.0725 0.0231 -0.9028
N 2.4146 -1.1769 -0.7478
H 2.0206 0.7010 -0.0415
H 1.8525 0.5086 -1.8611
H 2.4514 -1.7294 -1.6065
```

For the total energy, the calculation gives -9902.58045 eV. As for the spin multiplicity: 1. Its SMILES is C=C=C(C)C=O.C=N. As for the HOMO energy: -9.61 eV. The energy above the lowest of the compared OMol25 structures with the same formula, charge and spin is 69.7 kcal/mol.

---

(2)
A molecular structure, C6H9NO in a non-equilibrium geometry, computed with the ωB97M-V functional and the def2-TZVPD basis.

```
17
C6H9NO, DFT the ωB97M-V functional and the def2-TZVPD basis
C 0.9287 -0.0326 -0.3045
C 1.0291 1.4215 -0.4367
C 0.2557 0.8410 0.7790
C -1.2840 0.4965 0.6774
C -1.6191 0.2268 -0.8410
C -0.4064 -0.8085 -0.5338
H 1.2992 -2.2795 -0.2226
H 2.6904 -0.5718 1.1430
H 1.9404 1.8820 -0.1447
H 0.2142 1.7571 -1.0714
H 1.0005 1.0842 1.6583
H -2.0754 0.8087 1.4684
H -1.5533 0.9927 -1.5563
H -2.6415 -0.2483 -0.9746
H -0.3586 -1.6988 -1.2333
N 1.9017 -0.9014 -0.1496
O -0.9066 -1.0357 0.7423
```

For the total energy, the calculation gives -9895.95943 eV. As for the spin multiplicity: 1. As for the HOMO energy: -7.94 eV. The energy above the lowest of the compared OMol25 structures with the same formula, charge and spin is 222.4 kcal/mol.

---

| no. | HOMO-LUMO gap (eV) |
| --- | --- |
| 1 | 9.949 |
| 2 | 8.013 |